Entry 1:
{"formula": "C2H9NS2", "method": "the ωB97M-V functional and the def2-TZVPD basis", "symbols": ["S", "S", "H", "H", "C", "C", "N", "H", "H", "H", "H", "H", "H", "H"], "xyz": [[-1.93, -2.72, -0.37], [-1.19, -2.68, 1.66], [-1.69, -1.37, -0.44], [-2.13, -2.09, 2.41], [0.99, 1.96, -0.61], [0.18, 0.66, -0.66], [0.51, -0.24, 0.48], [0.93, 2.46, 0.42], [1.00, 2.86, -1.29], [2.12, 1.69, -0.50], [0.29, 0.17, -1.68], [-0.87, 0.85, -0.53], [1.55, -0.19, 0.84], [0.24, -1.36, 0.29]], "lumo_ev": [3.53, 3.52], "s2": 0.75, "charge": -1, "homo_ev": [-0.120, -3.842], "de_lowest_kcal_mol": 36.33, "total_energy_ev": -25378.8198, "multiplicity": 2}

***

Entry 2:
{"formula": "C21H25BrMgNOS3Sb", "method": "the ωB97M-V functional and the def2-TZVPD basis", "symbols": ["Mg", "C", "C", "C", "C", "C", "C", "C", "Br", "C", "O", "C", "C", "C", "C", "C", "C", "H", "H", "H", "H", "H", "H", "H", "H", "H", "H", "H", "H", "H", "H", "H", "H", "H", "H", "H", "H", "S", "Sb", "S", "S", "N", "C", "C", "C", "C", "C", "C", "C", "H", "H", "H", "H", "H"], "xyz": [[1.08, -2.46, -0.41], [-1.26, 5.25, -0.26], [0.06, 4.78, -0.89], [1.21, 5.41, -0.10], [0.13, 5.29, -2.33], [0.13, 3.26, -0.87], [1.10, 2.54, -0.18], [1.08, 1.16, -0.20], [2.42, 0.22, 0.75], [0.11, 0.39, -0.88], [0.13, -0.91, -0.84], [-0.87, 1.12, -1.60], [-0.83, 2.51, -1.56], [-2.01, 0.50, -2.44], [-3.36, 0.93, -1.83], [-1.92, 1.04, -3.88], [-2.03, -1.03, -2.54], [-1.32, 6.34, -0.24], [-1.35, 4.89, 0.77], [-2.12, 4.87, -0.81], [1.14, 6.50, -0.15], [2.18, 5.13, -0.51], [1.19, 5.12, 0.95], [0.10, 6.39, -2.36], [-0.71, 4.92, -2.93], [1.05, 4.96, -2.81], [1.88, 3.04, 0.37], [-1.60, 3.05, -2.10], [-3.47, 2.02, -1.81], [-3.45, 0.56, -0.81], [-4.18, 0.52, -2.42], [-1.99, 2.13, -3.92], [-2.72, 0.62, -4.49], [-0.96, 0.75, -4.32], [-2.15, -1.51, -1.58], [-1.13, -1.43, -2.99], [-2.88, -1.31, -3.18], [3.14, -6.64, 0.43], [2.12, -5.34, -1.15], [-0.06, -4.67, -0.58], [3.14, -3.22, -1.43], [1.34, -2.85, 1.72], [1.35, -3.52, 2.65], [1.41, -4.48, 3.73], [0.24, -5.04, 4.21], [0.30, -5.98, 5.22], [1.53, -6.36, 5.74], [2.71, -5.80, 5.25], [2.65, -4.86, 4.24], [-0.71, -4.74, 3.78], [-0.61, -6.43, 5.60], [1.58, -7.10, 6.53], [3.67, -6.11, 5.64], [3.55, -4.43, 3.82]], "lumo_ev": [2.24, 1.44], "s2": 0.76, "charge": -1, "homo_ev": [-4.207, -4.867], "de_lowest_kcal_mol": 1.02, "total_energy_ev": -140258.0281, "multiplicity": 2}